The following is a DFT calculation (the ωB97M-V functional and the def2-TZVPD basis) of a 4-piece molecular cluster, C17H29O15P overall.

```
62
Properties=species:S:1:pos:R:3:forces:R:3:nbo_charge:R:1
P 2.552 -3.722 -3.792 0.18 0.27 0.40 2.3542
O -6.337 -0.384 2.757 -0.01 -0.01 0.00 -0.4938
O 2.614 -3.296 -2.395 0.05 0.00 -0.25 -1.0594
O -7.569 0.860 4.017 0.00 -0.05 -0.04 -0.4933
O 7.611 0.588 2.045 -0.04 0.03 0.05 -0.4939
O -0.452 2.805 0.874 0.04 -0.03 0.03 -0.4945
O -6.168 1.856 2.546 0.01 0.06 -0.05 -0.6533
O -1.114 -4.255 -5.459 0.07 -0.10 -0.29 -0.4895
O 3.404 -2.754 -4.753 -0.30 -0.13 -0.09 -0.9755
O 5.937 1.942 2.187 -0.01 -0.02 0.05 -0.4939
O 0.935 1.184 1.182 0.04 -0.08 -0.04 -0.4980
O 3.069 -5.183 -4.131 0.19 0.16 -0.10 -0.9657
O -2.189 -2.305 -5.065 0.19 -0.39 0.13 -0.4903
O -0.569 1.010 -0.495 -0.02 -0.09 -0.05 -0.6587
O 0.631 -5.629 -5.881 -0.12 0.08 0.19 -0.4859
O 5.658 0.003 1.066 -0.05 -0.05 0.04 -0.6519
C 0.182 -1.474 -3.347 -0.14 0.07 0.18 -0.6793
C 0.896 -3.686 -4.450 -0.28 0.33 0.27 -0.5866
C 0.035 -2.687 -4.181 0.26 -0.36 -0.11 0.0634
C -0.082 1.607 0.431 0.05 0.11 0.05 0.9843
C 6.336 0.765 1.708 0.08 0.10 -0.11 0.9813
C -9.063 2.715 3.471 0.02 -0.10 -0.12 -0.6388
C -1.568 3.401 0.190 -0.19 0.15 -0.11 -0.0709
C 1.420 -0.122 0.840 0.11 -0.10 0.02 -0.2567
C -6.650 0.876 3.055 0.04 -0.06 0.06 0.9821
C -8.044 2.150 4.436 -0.09 0.20 0.13 -0.0703
C -2.886 2.817 0.646 0.04 -0.14 0.10 -0.6379
C 8.213 -0.622 1.559 0.14 -0.22 -0.03 -0.0703
C 0.215 -4.672 -5.316 -0.15 -0.09 -0.28 0.7751
C 4.593 2.287 1.841 -0.17 0.11 0.02 -0.2540
C 8.608 -0.510 0.103 -0.08 0.14 -0.04 -0.6391
C -5.365 -0.523 1.716 0.05 -0.08 -0.05 -0.2556
C -1.239 -3.009 -4.914 -0.17 0.45 0.06 0.7409
H 2.324 -0.277 1.421 -0.01 0.07 0.04 0.2024
H -0.630 -0.771 -3.522 0.04 -0.05 -0.09 0.2549
H 0.139 -1.773 -2.295 0.05 0.03 -0.04 0.2722
H 7.729 -0.397 -0.531 -0.02 -0.04 0.02 0.2264
H -8.610 2.920 2.502 0.03 0.03 0.02 0.2249
H -9.881 2.009 3.327 -0.02 0.02 0.05 0.2127
H 9.143 -1.407 -0.208 0.01 -0.01 0.02 0.2168
H -3.716 3.350 0.182 0.00 0.02 0.00 0.2228
H 9.091 -0.762 2.187 -0.01 0.07 0.04 0.1897
H 3.906 1.488 2.109 0.00 -0.03 -0.03 0.1940
H -2.989 2.897 1.728 -0.03 0.06 -0.01 0.2179
H -4.470 0.053 1.944 -0.01 0.04 0.00 0.1951
H -7.197 2.823 4.566 0.03 -0.02 -0.07 0.1953
H -5.125 -1.581 1.672 -0.04 -0.01 0.03 0.1969
H 4.346 3.181 2.403 0.11 0.01 0.04 0.1977
H -5.779 -0.197 0.764 0.02 0.05 0.00 0.1904
H -9.471 3.646 3.864 0.00 0.01 0.02 0.2175
H 4.519 2.495 0.775 -0.02 -0.08 -0.02 0.1885
H 3.136 -2.868 -5.677 0.25 0.07 0.06 0.5049
H 1.146 -0.990 -3.496 0.01 -0.03 -0.01 0.2511
H -1.431 3.293 -0.886 0.02 -0.08 0.01 0.1934
H -8.493 1.971 5.411 0.01 -0.08 0.00 0.1903
H 1.659 -0.185 -0.219 -0.05 0.01 -0.02 0.1998
H -2.961 1.765 0.373 0.01 0.01 -0.06 0.2193
H -1.508 4.458 0.439 0.06 -0.01 0.05 0.1903
H 9.256 0.353 -0.049 0.04 -0.03 0.02 0.2117
H 0.680 -0.877 1.100 -0.03 0.00 -0.06 0.1877
H 4.040 -5.192 -4.100 -0.16 -0.27 0.03 0.5152
H 7.533 -1.457 1.727 -0.06 0.04 -0.03 0.1960
```
Positions in Å, forces in eV/Å.

## Properties
* molecular weight: 504.38 g mol⁻¹
* gap between HOMO and LUMO: 9.59 eV
* E: -58104.0277 eV
* SMILES: CC1=C(P(=O)(O)O)C(=O)OC1=O.CCOC(=O)OC.CCOC(=O)OC.CCOC(=O)OC
* HOMO energy: -10.872 eV